The following is a quantum chemistry calculation of 7 unconnected molecules or ions with the total composition C4H26N2O7 at a distorted geometry, from the OMol25 dataset.

Cartesian coordinates (Å):
O  -2.79847  0.86342  1.60531
O  -1.24537  -2.96829  -1.61078
O  -2.91160  -1.39727  -3.12924
O  0.31545  1.94280  3.86815
O  3.06570  0.30189  1.96412
O  -0.72112  2.54540  -1.25372
O  1.68214  -1.14757  -2.58786
N  1.05259  -2.43907  0.08133
N  -0.11839  1.92395  1.19320
C  0.44680  -1.24822  0.74295
C  0.65530  1.23874  0.10753
C  0.01235  -0.13208  -0.21338
C  0.62174  2.05162  -1.18053
H  0.68171  2.69277  4.33984
H  3.07729  0.75457  2.81612
H  0.99844  -0.95461  1.63400
H  -2.03274  -2.41225  -1.71164
H  1.35209  -3.09632  0.78527
H  2.53324  -1.31914  -3.01826
H  1.23022  -1.96051  -2.86528
H  -0.46875  1.56004  4.26912
H  -1.50789  -3.89036  -1.62022
H  0.74716  1.40164  -2.04471
H  0.41820  1.82051  2.08347
H  -1.01625  1.42956  1.30920
H  -3.47790  1.49390  1.34303
H  -3.81125  -1.15507  -3.37099
H  -0.33547  2.86923  0.87766
H  3.86558  0.65185  1.55205
H  0.38722  -2.83954  -0.58908
H  1.67114  0.94042  0.34066
H  -1.07682  -0.14797  -0.29055
H  -2.41083  -1.34007  -3.94959
H  -0.79275  3.13783  -2.00934
H  1.37191  2.84047  -1.27168
H  1.84104  -2.14107  -0.49057
H  -3.15749  0.26834  2.26714
H  0.25205  -0.45905  -1.23619
H  -0.39626  -1.68051  1.26348

Total charge: +2
Multiplicity: 1

=====

The following is a quantum chemistry calculation of 2 unconnected molecules or ions with the total composition C6H15NO at a distorted geometry, from the OMol25 dataset.

Cartesian coordinates (Å):
O  -5.65687  -3.73261  -1.18689
N  0.86458  -0.17738  0.22966
C  -0.16344  1.78199  -0.75029
C  -0.34940  0.62502  0.24169
C  1.83632  0.20470  1.25026
C  0.84288  1.24042  -1.79636
C  1.44563  -0.42826  2.62316
C  1.51513  -0.04268  -1.11498
H  0.42245  -0.18116  2.95186
H  1.88083  1.29760  1.38223
H  -1.15155  2.10917  -1.10791
H  -6.40390  -3.12481  -1.04793
H  -0.50105  0.96700  1.28454
H  1.19456  -0.88259  -1.72465
H  2.76707  -0.32281  1.00504
H  2.09788  -0.41011  3.48802
H  0.40807  0.98871  -2.76107
H  1.58190  2.02554  -1.90303
H  1.37537  -1.49911  2.38222
H  -5.42453  -3.49742  -2.10344
H  -1.28489  0.10585  0.01373
H  0.14779  2.73526  -0.33368
H  2.55517  0.21768  -1.02218

Total charge: 0
Multiplicity: 1

=====

For reference, HOMO-LUMO gap by record: 11.4 9.3 eV.
For reference, calculated total energy by record: -803.65757 -367.55696 Ha.